Entry from the OMol25 dataset: 10 unconnected molecules or ions with the total composition C5H26O10 at a distorted geometry (ωB97M-V with the def2-TZVPD basis set).

The value obtained for the gap between HOMO and LUMO is 8.7 eV. The highest occupied orbital energy is -8.5529 eV. The maximum force comes out at 2.3 eV/Å. Its structure (SMILES) is C=C(O)/C=C/C.O.O.O.O.O.O.O.O.O. The LUMO energy is 0.169 eV.

Geometry as ORCA input:
```
! wB97M-V def2-TZVPD RIJCOSX def2/J DEFGRID3
* xyz 0 1
C 2.842 -0.743 -0.448
C 1.520 -1.008 -0.598
O 1.255 -1.869 -1.619
C 0.433 -0.497 0.229
C -0.641 -1.284 0.436
C -1.728 -0.833 1.340
H 3.523 -1.390 -0.984
H 3.086 -0.161 0.422
H 0.509 -2.462 -1.478
H 0.560 0.458 0.702
H -0.907 -2.113 -0.222
H -2.725 -0.954 0.873
H -1.637 -1.176 2.376
H -1.587 0.234 1.497
O 2.198 1.970 2.204
H 2.001 2.206 1.279
H 2.740 2.752 2.382
O -0.683 0.757 -2.778
H -0.117 0.075 -2.395
H -1.275 1.137 -2.109
O -3.729 0.049 -2.095
H -3.895 0.374 -2.979
H -3.033 0.572 -1.691
O 0.706 2.816 -0.107
H 1.149 2.566 -0.961
H 0.669 3.778 -0.204
O 0.515 -3.017 4.059
H 0.427 -2.062 3.971
H 1.320 -3.306 3.631
O 2.536 -0.768 2.655
H 3.497 -0.743 2.756
H 2.385 0.183 2.498
O -3.409 -2.420 -0.866
H -3.623 -1.646 -1.420
H -2.961 -3.096 -1.365
O -1.816 1.381 -0.300
H -1.771 0.784 0.450
H -1.138 2.070 -0.250
O 0.908 2.870 -2.721
H 0.292 2.092 -2.941
H 1.605 2.423 -3.231
*
```

Results of the natural (NBO) charge analysis, in e, for atoms 1 through 8:
1 C -0.482
2 C 0.271
3 O -0.709
4 C -0.273
5 C -0.148
6 C -0.638
7 H 0.217
8 H 0.208


Entry from the OMol25 dataset: 8 unconnected molecules or ions with the total composition C5H27N2O8 at a distorted geometry (ωB97M-V with the def2-TZVPD basis set).

The value obtained for the gap between HOMO and LUMO is 9.0 eV. The highest occupied orbital energy is -6.0852 eV. The maximum force comes out at 2.8 eV/Å. The LUMO energy is 2.944 eV.

Geometry as ORCA input:
```
! wB97M-V def2-TZVPD RIJCOSX def2/J DEFGRID3
* xyz -1 1
C 1.629 2.275 0.825
O 0.602 2.636 -0.101
C 2.359 0.909 0.649
C 1.842 -0.293 1.419
C 0.425 -0.793 1.403
C -1.565 -1.459 0.392
N -0.168 -1.133 0.070
N 2.414 0.682 -0.805
H 1.135 2.367 1.804
H 2.295 3.134 0.738
H 3.386 1.089 0.964
H 2.178 -0.106 2.443
H 2.500 -1.129 1.148
H -0.196 0.035 1.793
H 0.185 -1.689 1.965
H -2.173 -1.427 -0.512
H -1.573 -2.422 0.905
H -2.061 -0.728 1.052
H -0.149 -0.330 -0.556
H 1.598 0.213 -1.164
H 2.690 1.435 -1.409
H 1.801 -1.981 -1.746
H 3.007 -1.257 -1.285
O 2.715 -2.165 -1.469
H -3.390 2.064 2.333
H -2.183 1.551 2.998
O -3.141 1.427 3.018
H 2.240 -3.544 -0.097
H 0.748 -3.190 -0.030
O 1.450 -3.638 0.458
H -1.326 1.744 -1.334
H -1.380 2.796 -0.228
O -1.904 2.540 -0.999
H -4.048 0.269 0.060
H -4.425 1.057 -1.159
O -4.817 0.515 -0.466
H -0.655 -0.936 -2.581
H -0.796 -2.359 -1.960
O -0.727 -1.896 -2.794
H 0.280 1.952 -0.721
H -0.354 0.990 -2.977
O -0.448 0.794 -2.044
*
```

Results of the natural (NBO) charge analysis, in e, for atoms 1 through 8:
1 C -0.075
2 O -0.797
3 C -0.063
4 C -0.434
5 C -0.220
6 C -0.437
7 N -0.692
8 N -0.895


Entry from the OMol25 dataset: 7 unconnected molecules or ions with the total composition C5H27N3O6 at a distorted geometry (ωB97M-V with the def2-TZVPD basis set).

The value obtained for the gap between HOMO and LUMO is 9.3 eV. The highest occupied orbital energy is -8.7382 eV. The maximum force comes out at 2.2 eV/Å. Its structure (SMILES) is CN[C@H](CN)CCN.O.O.O.O.O.O. The LUMO energy is 0.546 eV.

Geometry as ORCA input:
```
! wB97M-V def2-TZVPD RIJCOSX def2/J DEFGRID3
* xyz 0 1
C 0.680 1.952 -1.435
N 0.032 1.661 -0.137
C -0.690 0.332 -0.244
C -2.202 0.527 0.092
N -2.997 -0.379 -0.732
C -0.116 -0.688 0.739
C 1.266 -1.265 0.394
N 1.381 -2.731 0.501
H 0.077 1.608 -2.272
H 1.656 1.480 -1.518
H 0.991 3.000 -1.392
H -0.633 2.393 0.066
H -0.586 0.030 -1.279
H -2.530 1.524 -0.182
H -2.257 0.350 1.165
H -3.494 0.034 -1.497
H -3.429 -1.199 -0.348
H -0.130 -0.255 1.732
H -0.875 -1.475 0.791
H 1.387 -1.062 -0.658
H 2.080 -0.891 1.013
H 0.958 -3.122 1.333
H 0.880 -3.131 -0.288
O -1.129 0.811 3.571
H -0.218 1.073 3.303
H -1.218 0.870 4.523
O 1.694 -0.617 -3.793
H 2.493 -1.105 -3.574
H 0.959 -1.141 -3.460
O -0.856 -2.607 -1.853
H -1.445 -3.361 -1.909
H -1.340 -1.910 -1.389
O 3.327 -1.784 -1.797
H 4.040 -1.163 -1.613
H 3.264 -2.321 -0.992
O -1.936 3.220 1.859
H -1.522 2.561 2.429
H -1.602 4.095 2.066
O 1.243 1.783 2.585
H 1.809 1.003 2.560
H 0.987 1.897 1.640
*
```

Results of the natural (NBO) charge analysis, in e, for atoms 1 through 8:
1 C -0.417
2 N -0.687
3 C -0.056
4 C -0.235
5 N -0.898
6 C -0.436
7 C -0.239
8 N -0.864


Entry from the OMol25 dataset: 7 unconnected molecules or ions with the total composition C5H27N3O6 at a distorted geometry (ωB97M-V with the def2-TZVPD basis set).

The value obtained for the gap between HOMO and LUMO is 11.1 eV. The highest occupied orbital energy is -16.3839 eV. The maximum force comes out at 2.7 eV/Å. The LUMO energy is -5.260 eV.

Geometry as ORCA input:
```
! wB97M-V def2-TZVPD RIJCOSX def2/J DEFGRID3
* xyz 2 1
C 1.408 0.128 -0.454
C 1.442 -1.223 0.199
C 0.121 -2.061 0.025
C -1.267 -1.389 0.100
N -1.371 -0.457 1.224
C -2.536 0.101 1.551
N -2.509 0.937 2.569
N 1.580 0.003 -1.963
H 2.194 0.843 -0.194
H 0.484 0.649 -0.134
H 2.248 -1.850 -0.214
H 1.752 -1.230 1.258
H 0.199 -2.560 -0.958
H 0.180 -2.942 0.664
H -1.489 -0.870 -0.869
H -1.999 -2.222 0.272
H -0.514 -0.359 1.786
H -3.392 -0.045 0.903
H -3.366 1.360 2.887
H -1.629 1.005 3.091
H 1.851 0.968 -2.224
H 0.782 -0.290 -2.525
H 2.393 -0.592 -2.115
H 2.011 3.651 -2.116
H 0.640 3.021 -1.794
O 1.597 2.885 -1.695
H -1.948 2.237 -3.469
H -2.108 2.640 -2.011
O -1.518 2.157 -2.609
H 3.132 1.949 3.072
H 4.155 0.861 2.776
O 3.224 1.079 2.659
H 1.607 -2.197 -4.161
H 0.767 -1.128 -4.747
O 1.534 -1.232 -4.162
H 1.025 1.462 2.198
H 0.867 0.855 3.564
O 0.432 0.887 2.701
H -3.659 -2.629 2.337
H -4.434 -2.390 0.942
O -3.884 -2.012 1.638
*
```

Results of the natural (NBO) charge analysis, in e, for atoms 1 through 8:
1 C -0.241
2 C -0.458
3 C -0.429
4 C -0.246
5 N -0.584
6 C 0.427
7 N -0.723
8 N -0.689